27
Properties=species:S:1:pos:R:3 method="wB97M-V/def2-TZVPD" homo_lumo_gap_ev="6.19 / 5.81" fmax_ev_per_a=4.2 homo_ha="-0.252 / -0.249" total_energy_ha=-1115.008025 e_above_lowest_kcal_mol=74.05
C 4.7310 -0.4667 -0.8701
C 3.4021 -0.1854 -1.1676
C 5.0083 -0.1388 0.4074
C 2.8008 0.6088 -0.1656
C 0.4974 1.7458 0.1637
C 1.4888 0.9179 -0.2787
C -0.8596 1.4538 0.3083
C -1.2387 0.0719 0.2740
C -0.3308 -0.8824 0.5180
C -1.7939 2.6754 0.2664
C -2.6896 -0.2885 0.2671
Si -0.6333 -2.6613 0.0009
S 3.8385 0.6555 1.3166
H 5.5857 -1.0080 -1.4439
H 3.0090 -0.5563 -2.0682
H 5.9229 -0.3970 0.8440
H 0.9698 2.7098 0.1887
H 0.6260 -0.5375 0.8365
H -2.8157 2.4613 -0.1644
H -1.3220 3.4459 -0.4375
H -1.9044 3.2918 1.2238
H -3.4373 0.4935 0.6066
H -2.8273 -1.0786 1.1281
H -3.0044 -0.7459 -0.6380
H -0.8137 -3.5493 1.2859
H 0.6226 -3.2340 -0.6372
H -1.6756 -2.6851 -0.8786